No. 1
The following is a quantum chemistry calculation of 4 unconnected molecules or ions with the total composition C34H72F3N3O3S in a non-equilibrium geometry, from the Open Molecules 2025 dataset.

The spin multiplicity is 2. The HOMO energy (alpha / beta) is -3.813 / -11.564 eV. The value obtained for the lowest unoccupied orbital energy (alpha / beta) is -1.6837 / -1.7290 eV. The frontier orbital gap (alpha / beta) comes out at 2.13 / 9.84 eV. The total energy comes out at -2425.96062 a.u. The calculation puts the maximum force at 0.0740 Eh/bohr. As for the expectation value of S²: 0.75. Its charge is +1.

CARTESIAN COORDINATES (ANGSTROEM)
C (-3.69714, -10.67348, -14.97999)
C (-4.81450, -9.82047, -15.72932)
C (-4.47929, -8.30719, -15.85871)
C (-3.13895, -8.08906, -16.56851)
N (-2.88234, -6.55365, -16.75264)
C (-1.54201, -6.18989, -17.50689)
C (-1.74311, -4.95731, -18.32607)
C (-3.24088, -4.86941, -18.41593)
C (-3.88393, -6.07603, -17.85917)
C (-3.06099, -5.65413, -15.47311)
C (-1.98314, -5.91273, -14.43412)
C (-2.09940, -5.19781, -13.12810)
H (-4.05104, -11.68839, -14.79886)
H (-3.45904, -10.32177, -13.97615)
H (-2.79404, -10.82220, -15.57193)
H (-5.66708, -10.06171, -15.09448)
H (-5.14979, -10.20963, -16.69069)
H (-4.46492, -8.03888, -14.80234)
H (-5.39030, -7.96074, -16.34671)
H (-3.21996, -8.77646, -17.41054)
H (-2.27858, -8.51925, -16.05588)
H (-0.64681, -6.35190, -16.90650)
H (-1.36428, -7.02691, -18.18211)
H (-1.30700, -4.05040, -17.90723)
H (-1.40102, -5.03510, -19.35807)
H (-3.53270, -3.97248, -17.86962)
H (-3.60556, -4.91227, -19.44222)
H (-4.86529, -5.99330, -17.39207)
H (-3.96249, -6.79046, -18.67864)
H (-4.03766, -5.96029, -15.09831)
H (-3.04465, -4.60382, -15.76414)
H (-0.96679, -5.66146, -14.73743)
H (-2.16597, -6.97963, -14.30609)
H (-3.03770, -5.19962, -12.57338)
H (-1.97617, -4.12467, -13.27396)
H (-1.36960, -5.54453, -12.39647)
C (2.37972, -5.45326, -7.45242)
C (2.77988, -6.76828, -8.25376)
C (3.35086, -6.57593, -9.69192)
C (2.30949, -6.08224, -10.66678)
N (2.80687, -5.69467, -12.06218)
C (3.36226, -4.24072, -12.02135)
C (2.18503, -3.24975, -12.13585)
C (1.02049, -3.97630, -12.81404)
C (1.47793, -5.44758, -13.01134)
C (3.89696, -6.67666, -12.57563)
C (4.24919, -6.48467, -14.16554)
C (5.48920, -7.39597, -14.47714)
H (1.84200, -5.78838, -6.56549)
H (1.80286, -4.80747, -8.11445)
H (3.30360, -4.91593, -7.23832)
H (1.99907, -7.51997, -8.36960)
H (3.41379, -7.32887, -7.56673)
H (3.83423, -7.50781, -9.98528)
H (4.16453, -5.85243, -9.64094)
H (1.56668, -5.34289, -10.36728)
H (1.67289, -6.90950, -10.98061)
H (4.01204, -4.23007, -12.89644)
H (3.82388, -3.99192, -11.06579)
H (2.41727, -2.37301, -12.74040)
H (1.91889, -3.02103, -11.10388)
H (0.84335, -3.61375, -13.82660)
H (0.13755, -4.06685, -12.18132)
H (1.74239, -5.63571, -14.05190)
H (0.72345, -6.20324, -12.79265)
H (3.55720, -7.69204, -12.37153)
H (4.76715, -6.65871, -11.91948)
H (4.38933, -5.45779, -14.50316)
H (3.47675, -6.82877, -14.85330)
H (5.14080, -8.42644, -14.40764)
H (6.23282, -7.28434, -13.68805)
H (5.91061, -7.16580, -15.45568)
C (9.73609, -1.55008, -10.31330)
C (10.34174, -2.25213, -11.46553)
C (9.61651, -2.16880, -12.79175)
C (8.12950, -2.53849, -12.84351)
N (7.42070, -2.33016, -14.17767)
C (5.98234, -2.81885, -14.17060)
C (5.04760, -1.78740, -14.88790)
C (5.99301, -0.56464, -15.12243)
C (7.21535, -0.81725, -14.39151)
C (8.23422, -2.93145, -15.40282)
C (8.53930, -4.48119, -15.37184)
C (9.39450, -4.96001, -16.64402)
H (8.68133, -1.78906, -10.17737)
H (9.74469, -0.46727, -10.43796)
H (10.22786, -1.73529, -9.35834)
H (10.29481, -3.28994, -11.13559)
H (11.39638, -2.01711, -11.60906)
H (10.13284, -2.92297, -13.38565)
H (9.82451, -1.21867, -13.28377)
H (7.55126, -2.03804, -12.06679)
H (7.94756, -3.58926, -12.61792)
H (6.00666, -3.85169, -14.51806)
H (5.79793, -3.05702, -13.12305)
H (4.80782, -2.13358, -15.89327)
H (4.11676, -1.59427, -14.35466)
H (6.28988, -0.50781, -16.16969)
H (5.57713, 0.43538, -14.99958)
H (8.07208, -0.36007, -14.88659)
H (7.12598, -0.31498, -13.42827)
H (9.14789, -2.33822, -15.44002)
H (7.64216, -2.72947, -16.29544)
H (7.58520, -4.99491, -15.48972)
H (8.98946, -4.76021, -14.41916)
H (10.46401, -4.85321, -16.46283)
H (9.14603, -4.38404, -17.53544)
H (9.22747, -6.02966, -16.77077)
C (2.32301, -3.12881, -18.11898)
F (2.59161, -1.87037, -17.74351)
F (1.35412, -3.12511, -19.06668)
F (3.35444, -3.65078, -18.63195)
S (1.72397, -4.18747, -16.56975)
O (1.79615, -5.57745, -17.06350)
O (2.73877, -3.90358, -15.56685)
O (0.37945, -3.70585, -16.22167)



No. 2
The following is a quantum chemistry calculation of 4 unconnected molecules or ions with the total composition C23H40BrN2O10P in a non-equilibrium geometry, from the Open Molecules 2025 dataset.

The HOMO energy is -8.919 eV. The value obtained for the lowest unoccupied orbital energy is 0.4085 eV. The frontier orbital gap comes out at 9.33 eV. The total energy comes out at -4677.48865 a.u. The calculation puts the maximum force at 0.1655 Eh/bohr.

CARTESIAN COORDINATES (ANGSTROEM)
C (2.29854, -3.49127, 2.03450)
C (0.99140, -3.35552, 3.01633)
C (-0.45539, -3.30583, 2.24665)
O (-0.43982, -2.60593, 0.95274)
C (-0.65003, -1.14328, 1.12041)
O (-0.02318, -0.43535, 2.07529)
N (-1.56631, -0.47213, 0.12204)
C (-1.09146, -0.61293, -1.30658)
C (0.56951, -0.71321, -1.44817)
C (1.09994, -0.31911, -2.95259)
C (2.22233, -1.34087, -3.57133)
N (3.46399, -1.51912, -2.72771)
C (3.40239, -2.72422, -1.82141)
C (3.89365, -0.25582, -2.02310)
C (3.95135, 0.00994, -0.40823)
O (4.32430, 0.76698, -2.81340)
P (-1.97100, 1.20694, 0.56266)
O (-2.50203, 1.32780, 2.24761)
Br (-0.08086, 2.53924, 0.43975)
H (1.98292, -3.74994, 0.92806)
H (2.84883, -2.44676, 2.00758)
H (3.03448, -4.33173, 2.44943)
H (1.01347, -4.23871, 3.78774)
H (1.09326, -2.33265, 3.61465)
H (-0.77469, -4.42581, 2.01816)
H (-1.33074, -2.83544, 2.88311)
H (-1.52641, -1.63339, -1.71366)
H (-1.54511, 0.24980, -1.96729)
H (0.82885, -1.83632, -1.20502)
H (1.09016, 0.05069, -0.70345)
H (0.15297, -0.38348, -3.67572)
H (1.41634, 0.82065, -2.95946)
H (1.69775, -2.34853, -3.85479)
H (2.58154, -0.86033, -4.60143)
H (2.90509, -2.54632, -0.77763)
H (4.49920, -3.17113, -1.73679)
H (2.76134, -3.58619, -2.34187)
H (3.05920, 0.64993, 0.01407)
H (4.93239, 0.65891, -0.21116)
H (4.08179, -0.97300, 0.24378)
H (-2.72495, 2.30836, 2.40505)
O (-2.42923, 4.37366, 0.70637)
C (-2.78100, 4.55113, -0.44816)
O (-1.93399, 4.55511, -1.51903)
C (-2.66629, 4.89989, -2.69403)
C (-4.10261, 4.57508, -2.37716)
C (-4.18200, 4.84038, -0.89503)
H (-2.51644, 5.96511, -2.89903)
H (-2.29464, 4.31970, -3.54366)
H (-4.81580, 5.15896, -2.96503)
H (-4.29412, 3.51260, -2.57076)
H (-4.41661, 5.88676, -0.68092)
H (-4.89715, 4.17486, -0.40610)
O (-0.88965, -5.45692, 5.07116)
C (-1.91107, -5.80326, 4.50113)
O (-2.31981, -5.31889, 3.29179)
C (-3.60337, -5.85876, 2.98068)
C (-3.71609, -7.11578, 3.80295)
C (-2.91740, -6.77658, 5.03601)
H (-4.36670, -5.11936, 3.24485)
H (-3.66634, -6.06565, 1.90837)
H (-4.75014, -7.39970, 4.01577)
H (-3.23834, -7.94932, 3.27382)
H (-3.52939, -6.27824, 5.79293)
H (-2.42850, -7.66009, 5.45293)
O (3.66691, 7.48871, -3.40452)
C (2.98977, 6.92129, -2.56327)
O (1.63931, 7.07318, -2.43151)
C (1.19673, 6.35143, -1.28304)
C (2.25704, 5.31088, -1.03422)
C (3.51322, 6.00079, -1.50268)
H (1.09738, 7.05186, -0.44717)
H (0.22112, 5.89966, -1.48482)
H (2.30107, 4.98162, 0.00732)
H (2.06670, 4.43027, -1.65977)
H (3.97153, 6.59550, -0.70764)
H (4.23093, 5.28919, -1.91732)



No. 3
The following is a quantum chemistry calculation of C16H30N8O in the gas phase in a non-equilibrium geometry, from the Open Molecules 2025 dataset.

The HOMO energy is -8.409 eV. For the relative energy (zero: lowest compared OMol25 entry of this formula, charge and spin), the calculation gives 15.9 kJ/mol. The value obtained for the lowest unoccupied orbital energy is 0.1334 eV. The frontier orbital gap comes out at 8.54 eV. The total energy comes out at -1140.87636 a.u. The calculation puts the maximum force at 0.0342 Eh/bohr.

CARTESIAN COORDINATES (ANGSTROEM)
C (-4.27406, 1.44774, 2.49306)
H (-4.81134, 0.51521, 2.63974)
H (-4.29719, 2.00232, 3.42821)
H (-4.78596, 2.03423, 1.73420)
C (-2.81642, 1.18780, 2.09354)
N (-2.56859, 0.59251, 0.79596)
C (-2.86713, -0.82552, 0.66245)
C (-4.29099, -1.21578, 0.25214)
H (-4.51384, -0.88063, -0.75738)
H (-4.37386, -2.29930, 0.27070)
H (-5.03449, -0.80300, 0.92815)
H (-2.17649, -1.23948, -0.07951)
H (-2.63191, -1.29119, 1.62236)
C (-2.97363, 1.42276, -0.32024)
H (-4.05519, 1.39175, -0.52355)
C (-2.23612, 1.04064, -1.60983)
N (-0.81352, 0.99439, -1.38816)
C (-0.07267, -0.10841, -1.59385)
N (-0.62131, -1.12435, -2.21153)
C (0.21858, -2.14732, -2.47389)
N (-0.01076, -3.28205, -3.08728)
O (1.17453, -3.92300, -3.11692)
N (2.16761, -3.22781, -2.53142)
C (1.61934, -2.11457, -2.11262)
N (2.15894, -1.09599, -1.40831)
C (1.32996, -0.12501, -1.13030)
N (1.78094, 0.91603, -0.39249)
H (1.11094, 1.38156, 0.21531)
C (3.05700, 0.81891, 0.28492)
H (3.22214, -0.20738, 0.62924)
C (3.03794, 1.81078, 1.45356)
N (1.75352, 1.75779, 2.13232)
C (1.35097, 3.01586, 2.73463)
C (2.24098, 3.51840, 3.87541)
H (2.29444, 2.78375, 4.67538)
H (1.83374, 4.44064, 4.28118)
H (3.24909, 3.71430, 3.51857)
H (1.32839, 3.77071, 1.94144)
H (0.32774, 2.88809, 3.09956)
C (1.57054, 0.59191, 2.99209)
H (2.54000, 0.17563, 3.29467)
H (1.04898, 0.90317, 3.90061)
C (0.73397, -0.49774, 2.31888)
H (-0.17876, -0.07352, 1.90706)
H (1.27951, -0.99081, 1.52012)
H (0.46557, -1.25303, 3.05389)
H (3.88573, 1.59711, 2.12107)
H (3.16234, 2.82083, 1.05571)
H (3.86103, 1.06010, -0.41469)
H (-0.40649, 1.77520, -0.90079)
H (-2.53098, 0.05519, -1.96906)
H (-2.46896, 1.78212, -2.38266)
H (-2.71505, 2.45563, -0.06268)
H (-2.35776, 0.53817, 2.84431)
H (-2.27740, 2.14316, 2.11083)